C39H84AsF6N2O9 | wB97M-V/def2-TZVPD

- highest occupied orbital energy (eV) = -5.9
- net charge = -1
- Kohn-Sham gap (eV) = 8.226
- E (hartree) = -5158.2071
- E_LUMO (eV) = 2.3

```
141
Properties=species:S:1:pos:R:3:forces:R:3:mulliken_charge:R:1
As 0.362208 0.432934 -0.133490 0.033 0.241 0.027 2.7277
F 0.002249 -1.223001 -0.299821 -0.039 -0.194 0.004 -0.3711
F 2.054953 0.100405 -0.396855 0.018 0.146 -0.159 -0.4865
F 0.728642 2.142973 0.053268 0.140 -0.074 0.071 -0.6472
F -1.311432 0.793638 0.202572 -0.252 0.141 0.022 -0.7042
F 0.616903 0.222502 1.575508 0.164 -0.040 0.287 -0.5288
F 0.082555 0.749759 -1.809071 0.066 -0.025 -0.279 -0.5697
C -2.592174 -7.073969 -0.158373 0.092 0.024 -0.758 -1.6025
C -3.035745 -5.771310 0.496763 -0.084 -0.753 -0.553 0.2395
N -3.426819 -4.738679 -0.454049 0.083 -0.226 0.303 0.3472
C -3.959597 -3.583877 0.266021 0.162 0.266 -0.604 -1.2653
C -2.888675 -2.817684 1.022079 -0.352 -0.043 0.852 -0.6983
C -4.349103 -5.202241 -1.470325 -0.669 0.243 -0.446 -0.7871
C -5.661676 -5.814056 -0.966531 -0.137 -0.095 0.922 -1.0626
H -2.402916 -7.835624 0.597476 0.030 -0.009 0.017 0.4162
H -1.687573 -6.922885 -0.754732 0.104 0.087 0.246 0.2780
H -3.315043 -7.465383 -0.881045 -0.134 -0.093 0.346 0.4120
H -3.886965 -6.011879 1.156767 0.162 0.144 0.329 0.3696
H -2.165189 -5.453384 1.059409 -0.219 0.415 0.312 -0.2249
H -4.440784 -2.915336 -0.456861 0.173 -0.089 -0.095 0.5547
H -4.766000 -3.886140 0.959746 0.143 0.025 0.114 0.2162
H -1.994451 -2.536094 0.472590 -0.156 -0.178 -0.393 0.0397
H -3.348096 -1.907377 1.429298 0.107 -0.085 0.041 0.0803
H -2.593542 -3.431643 1.879583 0.160 0.206 0.053 0.7250
H -3.903650 -5.923862 -2.159503 0.355 0.141 0.160 0.4840
H -4.572108 -4.316848 -2.072089 -0.058 -0.086 -0.100 0.4090
H -6.382160 -6.044320 -1.751281 0.158 0.039 -0.162 0.4437
H -6.164057 -5.171400 -0.234535 0.011 0.168 -0.269 0.2779
H -5.473043 -6.730645 -0.394966 0.023 -0.079 -0.286 0.2440
C 2.186031 4.578863 -2.990658 0.015 0.757 -0.103 -1.4318
C 0.749826 4.077373 -3.004502 0.571 -0.152 0.734 1.7524
N -0.093997 4.697991 -4.001262 0.597 -0.855 -0.481 0.2086
C -0.165251 6.132111 -3.904963 -0.935 0.499 0.506 -0.8540
C -0.759950 6.682816 -2.590732 -0.195 0.254 -0.321 -0.8685
C -1.363026 3.970956 -4.111067 0.278 0.872 0.416 0.9271
C -2.127271 4.322336 -5.368758 -0.482 -0.018 -0.097 -1.6908
H 2.241722 5.674400 -2.981750 -0.164 -0.096 -0.030 0.4520
H 2.737922 4.269394 -3.878971 0.114 -0.221 0.144 0.3212
H 2.682177 4.305256 -2.060490 0.120 -0.482 -0.179 0.2823
H 0.758785 2.997908 -3.154652 -0.043 -0.035 -0.184 -0.8758
H 0.382970 4.168798 -1.969194 -0.259 0.167 -0.121 -0.6653
H 0.813591 6.591699 -4.022920 0.091 -0.204 -0.270 0.4231
H -0.796875 6.496974 -4.716429 0.165 0.011 -0.117 0.4280
H -0.102223 6.511185 -1.739554 -0.052 -0.042 0.067 0.2030
H -0.926473 7.760141 -2.689263 0.222 -0.006 0.035 0.4822
H -1.748011 6.269590 -2.386809 0.099 -0.179 0.083 0.2021
H -1.949978 4.186616 -3.200363 -0.314 -0.232 -0.275 -0.3943
H -1.135292 2.905592 -4.089746 0.061 -0.006 -0.042 0.0431
H -2.426266 5.371299 -5.402460 0.048 0.006 0.060 0.3658
H -3.054669 3.744785 -5.419852 0.073 -0.041 0.011 0.4304
H -1.550877 4.114346 -6.270457 0.122 -0.041 0.069 0.3895
C 4.694245 -0.582311 5.970409 0.888 -0.160 -0.610 -1.4037
C 4.280807 -0.849296 4.538884 -0.405 0.328 -0.424 0.6621
O 5.021115 -0.671020 3.596892 0.081 -0.055 0.326 -0.5105
C 2.860947 -1.332769 4.333702 -0.037 0.629 0.394 -0.3921
H 5.637828 -0.035067 5.982935 -0.078 0.085 -0.099 0.3342
H 4.928393 -1.565588 6.391366 -0.424 0.135 0.415 0.3793
H 3.936931 -0.023136 6.507279 -0.185 -0.281 0.282 0.3367
H 2.189845 -0.795243 5.012468 0.048 -0.182 0.110 0.3593
H 2.803884 -2.392202 4.580599 -0.057 -0.060 -0.156 0.5870
H 2.510179 -1.101061 3.331614 0.188 -0.365 -0.180 -0.2918
C -1.350383 3.885967 1.956529 -0.639 0.212 0.683 -0.2806
C -2.469742 4.270261 1.005643 1.535 -0.323 -0.057 0.5149
O -3.534564 4.624761 1.451273 -0.220 0.002 -0.177 -0.6698
C -2.175783 4.206889 -0.481474 -1.758 0.131 1.010 -0.0187
H -0.402925 3.520464 1.578537 -0.087 0.109 -0.493 -0.2133
H -1.776163 3.121004 2.605186 0.176 0.012 0.137 -0.0811
H -1.223580 4.777523 2.579420 0.253 -0.136 0.074 0.5233
H -2.362063 3.163608 -0.753312 0.326 0.020 -0.248 -0.1593
H -1.187500 4.536575 -0.762162 0.097 -0.043 0.026 -0.2424
H -3.000417 4.828766 -0.843436 0.379 -0.070 -0.787 0.4866
C -3.745183 1.263119 2.527373 0.847 -0.079 0.348 -0.6689
C -3.193056 0.438548 3.667529 -0.677 -1.129 0.354 0.4557
O -3.911181 0.010502 4.548290 -0.005 0.209 0.050 -0.6607
C -1.727192 0.099084 3.622972 0.336 0.854 -0.203 0.6197
H -3.625320 2.302933 2.842854 -0.132 0.086 -0.267 0.4078
H -4.792576 1.072667 2.327024 -0.070 -0.146 0.073 0.4029
H -3.095594 1.068178 1.671761 -0.268 0.281 -0.230 -0.2862
H -1.233034 0.954190 3.151478 0.319 -0.319 -0.045 -0.3959
H -1.528239 -0.776941 3.003756 -0.228 0.128 -0.235 -0.5083
H -1.276354 -0.077139 4.596469 -0.300 0.039 0.192 0.5022
C -4.211265 0.090685 -1.071193 0.856 0.483 0.484 -0.4010
C -3.215596 -0.380415 -2.104206 -2.058 1.934 -0.962 0.7944
O -2.479152 -1.272394 -1.930859 1.805 -2.418 0.581 -0.3732
C -3.218155 0.395725 -3.415489 0.584 -0.043 0.679 -0.6451
H -5.238315 -0.014229 -1.405957 -0.130 -0.087 0.046 0.5436
H -3.993654 1.151276 -0.896152 -0.299 0.022 -0.077 0.1776
H -3.984014 -0.406099 -0.128427 -0.380 -0.203 -0.106 -0.4871
H -4.217338 0.462222 -3.835258 -0.049 0.132 -0.138 0.5401
H -2.498721 -0.089826 -4.070360 -0.152 0.053 -0.226 0.1589
H -2.835264 1.384687 -3.141896 -0.196 0.131 -0.326 -0.2755
C 3.467250 -3.182123 0.606507 0.934 -0.575 -0.222 -0.0474
C 3.130368 -3.095527 -0.859939 0.015 1.346 0.215 0.8025
O 2.072107 -3.445336 -1.270181 -1.082 -1.053 -0.477 -0.4370
C 4.104216 -2.403491 -1.774871 0.838 -0.601 -0.191 -0.9433
H 3.350315 -2.217395 1.098482 -0.133 0.030 0.001 -0.1833
H 4.521851 -3.475801 0.685872 -0.064 0.131 0.256 0.5384
H 2.858413 -3.962726 1.052900 -0.141 0.168 0.143 -0.2363
H 3.703127 -2.327701 -2.780988 -0.314 0.237 0.109 0.2056
H 5.000704 -3.033978 -1.868661 0.064 0.223 0.205 0.4917
H 4.405138 -1.438504 -1.367535 -0.015 -0.039 -0.163 -0.0873
C 0.351511 -0.892488 -5.566809 0.207 -0.173 -0.383 -1.6086
C 1.135192 -0.903690 -4.281365 0.309 2.538 -1.985 0.9158
O 0.942315 -1.711495 -3.462968 -0.508 -2.606 2.354 -0.4001
C 2.175467 0.166381 -4.081655 0.632 0.084 0.200 0.0013
H 1.072175 -1.088279 -6.369692 -0.213 -0.097 -0.095 0.4464
H -0.111687 0.066024 -5.800323 -0.032 0.071 0.181 0.2816
H -0.384476 -1.690757 -5.495977 -0.061 0.074 -0.224 0.3241
H 1.731504 1.160254 -4.050461 -0.111 0.019 0.059 -0.1949
H 2.937753 0.181346 -4.865971 -0.141 -0.098 -0.159 0.5802
H 2.669095 -0.054487 -3.134141 -0.103 0.243 0.008 -0.4247
C 0.761322 -5.751201 2.528389 0.127 0.450 -0.103 -1.7906
C 0.374900 -4.428881 1.899295 -0.796 -0.023 0.210 0.7260
O -0.006360 -4.361786 0.761901 -0.032 -0.221 -0.240 -0.4342
C 0.446272 -3.195344 2.757865 1.029 0.377 -0.290 0.0689
H 1.850248 -5.733909 2.647586 -0.043 -0.253 0.024 0.4594
H 0.440633 -6.548129 1.864389 0.135 -0.160 0.074 0.3285
H 0.319509 -5.837730 3.521548 -0.016 -0.095 0.007 0.4181
H 1.058327 -3.372770 3.641609 -0.287 0.033 0.191 0.4669
H -0.515767 -2.753224 3.006148 -0.151 -0.338 0.048 0.0735
H 0.965203 -2.448420 2.147497 -0.164 0.071 0.068 -0.3942
C 4.749000 1.796345 -1.665583 -0.261 -0.088 -0.425 -0.3280
C 5.711204 1.266387 -0.624485 -1.196 0.817 -0.051 0.3400
O 6.886914 1.497814 -0.707671 0.900 -0.170 0.022 -0.6292
C 5.079119 0.562771 0.538487 0.827 -0.751 0.215 -0.0447
H 5.071322 2.768286 -2.038561 0.091 0.028 0.165 0.5441
H 3.724377 1.845343 -1.295844 0.027 0.008 0.044 -0.2986
H 4.731032 1.141252 -2.543792 0.072 -0.125 0.150 0.1639
H 5.866243 0.170750 1.183130 -0.085 -0.001 0.028 0.3823
H 4.467860 -0.267692 0.185338 -0.174 0.183 0.116 -0.3970
H 4.446699 1.215336 1.131053 -0.214 0.220 -0.139 0.1287
C 3.128933 3.168345 5.863080 -0.439 -0.572 1.096 -1.3638
C 2.081181 2.250557 5.273394 0.584 1.125 -1.386 0.5739
O 1.162956 1.845093 5.918901 -0.864 -0.686 1.036 -0.5544
C 2.176016 1.974115 3.795396 -0.206 -0.498 0.163 0.0861
H 4.111546 2.723973 5.717021 0.206 0.347 -0.193 0.2903
H 2.909438 3.209472 6.935607 0.232 0.052 -0.098 0.3460
H 3.041982 4.182540 5.484194 0.229 -0.034 -0.389 0.3894
H 2.138504 2.901928 3.223834 0.098 0.001 -0.017 0.6199
H 1.350964 1.326061 3.511403 -0.062 0.123 -0.156 -0.3174
H 3.096653 1.442587 3.561883 0.253 0.165 -0.125 -0.1465
```
Positions in Å, forces in eV/Å.